Record 1
Density functional theory data (ωB97M-V/def2-TZVPD) for a structure of composition C8H20BrNO7Sr at a distorted geometry.

Properties
LUMO ... -2.878 eV
E ... -95312.140 eV
Net charge ... 0

The geometry in XYZ format:
```
38
C8H20BrNO7Sr ωB97M-V/def2-TZVPD
Sr 0.835 -1.295 0.542
Br 3.109 0.205 4.014
N -0.996 -2.879 -4.144
O -0.279 -1.996 -3.620
O -1.006 -3.127 -5.311
O -1.673 -3.561 -3.400
C -3.409 0.325 -0.493
O -2.840 -0.558 0.578
C -3.742 -1.465 1.196
C -2.974 -2.284 2.305
O -1.993 -1.525 2.985
C -2.510 -0.773 4.078
H -2.680 1.134 -0.535
H -4.341 0.852 -0.292
H -3.404 -0.045 -1.518
H -4.159 -2.193 0.501
H -4.450 -0.877 1.781
H -2.382 -3.067 1.832
H -3.773 -2.754 2.878
H -3.572 -0.543 3.995
H -1.961 0.166 4.014
H -2.246 -1.247 5.024
C 5.140 -0.342 -1.093
O 3.808 0.275 -1.147
C 3.812 1.623 -1.579
C 2.363 2.245 -1.774
O 1.624 2.020 -0.547
C 1.133 3.200 0.115
H 5.555 -0.154 -2.084
H 5.111 -1.421 -0.943
H 5.796 0.153 -0.377
H 4.433 1.721 -2.469
H 4.259 2.157 -0.740
H 1.827 2.043 -2.702
H 2.607 3.295 -1.935
H 1.940 3.797 0.538
H 0.424 3.064 0.932
H 0.613 3.832 -0.605
```

These are the Mulliken partial charges, in e, on atoms 1 to 5: 1.634 -0.780 1.025 -0.706 -0.612

***

Record 2
Density functional theory data (ωB97M-V/def2-TZVPD) for a structure of composition C8H20CaN5O2.

Properties
LUMO ... -2.795 eV
E ... -38598.857 eV
Net charge ... +1

The geometry in XYZ format:
```
36
C8H20CaN5O2 ωB97M-V/def2-TZVPD
Ca 0.198 0.427 -0.027
N -1.309 2.417 0.564
C -1.974 2.002 1.825
C -0.978 1.448 2.829
N -0.308 0.210 2.406
C -0.978 -1.059 2.728
C -1.847 -1.611 1.608
N -1.092 -1.754 0.344
H -0.738 3.238 0.756
H -2.018 2.746 -0.085
H -2.734 1.258 1.577
H -2.500 2.840 2.290
H -1.486 1.309 3.790
H -0.201 2.197 3.004
H 0.630 0.200 2.788
H -1.592 -0.959 3.629
H -0.199 -1.788 2.966
H -2.693 -0.950 1.413
H -2.266 -2.564 1.942
H -1.707 -2.107 -0.382
H -0.368 -2.462 0.449
C 2.172 -2.097 -3.101
C 1.539 -0.822 -2.666
N 0.344 -0.446 -2.921
O -0.350 -1.391 -3.682
C 2.191 0.148 -1.731
C 2.383 1.587 -2.094
N 2.298 -0.326 -0.535
O 2.366 0.597 0.449
H 1.755 -2.932 -2.535
H 3.244 -2.067 -2.929
H 1.960 -2.284 -4.153
H -1.108 -0.905 -4.021
H 2.080 1.779 -3.119
H 3.433 1.852 -1.959
H 1.851 2.268 -1.419
```

These are the Mulliken partial charges, in e, on atoms 1 to 5: 1.573 -0.645 -0.489 -0.744 -0.278

***

Record 3
Density functional theory data (ωB97M-V/def2-TZVPD) for a cluster of 8 separate species, C8H20Cl8N4O8 in total at a distorted geometry.

Properties
LUMO (spin up / spin down) ... 2.278 / 2.283 eV
E ... -131128.761 eV
Net charge ... -1
Multiplicity ... 2

The geometry in XYZ format:
```
48
C8H20Cl8N4O8 ωB97M-V/def2-TZVPD
C 0.249 -1.571 4.980
N -0.851 -1.403 5.967
O -0.778 -2.034 6.952
O -1.591 -0.438 5.833
H 1.149 -1.809 5.546
H 0.412 -0.606 4.500
H -0.051 -2.255 4.186
C 0.533 -0.560 -4.490
N 1.369 -0.124 -3.324
O 2.569 -0.217 -3.438
O 0.753 0.285 -2.343
H 0.977 -1.484 -4.863
H 0.677 0.223 -5.235
H -0.524 -0.641 -4.240
C -2.752 3.943 -0.861
N -2.787 2.579 -0.323
O -2.180 1.704 -0.908
O -3.506 2.351 0.687
H -3.120 3.983 -1.886
H -1.754 4.379 -0.828
H -3.424 4.453 -0.171
C -3.833 -1.811 -1.644
N -2.440 -1.802 -1.135
O -1.585 -1.177 -1.779
O -2.205 -2.462 -0.113
H -4.296 -0.827 -1.716
H -4.379 -2.508 -1.008
H -3.869 -2.316 -2.609
C 0.148 0.070 0.907
Cl 0.658 -1.558 1.374
Cl 0.345 1.189 2.345
H 0.796 0.399 0.095
H -0.875 -0.030 0.544
C 2.001 -3.481 -1.642
Cl 2.909 -4.956 -1.168
Cl 0.695 -3.868 -2.768
H 1.569 -2.897 -0.830
H 2.699 -2.946 -2.286
C 4.078 -0.293 0.838
Cl 4.647 -1.649 -0.205
Cl 4.758 -0.333 2.491
H 4.147 0.720 0.442
H 3.004 -0.429 0.965
C 1.238 4.426 0.715
Cl 1.199 3.315 -0.679
Cl -0.028 5.658 0.589
H 1.029 3.934 1.665
H 2.219 4.875 0.869
```

These are the Mulliken partial charges, in e, on atoms 1 to 5: -0.529 0.938 -0.557 -0.535 0.318

***

Record 4
Density functional theory data (ωB97M-V/def2-TZVPD) for a structure of composition C8H20ClCoOPm at a distorted geometry.

Properties
LUMO (spin up / spin down) ... 5.193 / 5.178 eV
E ... -77367.643 eV
Net charge ... -2
Multiplicity ... 8

The geometry in XYZ format:
```
32
C8H20ClCoOPm ωB97M-V/def2-TZVPD
Pm -0.710 2.532 0.028
Cl -2.027 1.121 -1.624
C -0.024 4.610 -0.973
C -2.600 3.890 0.761
H -0.488 5.421 -0.369
H 1.025 4.886 -1.172
H -0.580 4.608 -1.943
H -2.202 4.910 0.938
H -3.209 3.518 1.603
H -3.184 3.910 -0.190
Co 0.226 -0.176 -0.034
C 1.145 0.800 -1.519
C 0.470 1.060 1.449
H 1.293 1.895 -1.626
H 2.105 0.240 -1.480
H 0.519 0.458 -2.360
H 0.666 0.299 2.263
H 0.910 2.081 1.707
C -0.471 -3.478 1.425
C 0.286 -2.943 0.202
C 1.742 -2.607 0.567
C 0.286 -3.993 -0.897
O -0.359 -1.821 -0.364
H -0.080 -4.468 1.701
H -1.539 -3.592 1.212
H -0.366 -2.825 2.300
H 2.225 -3.521 0.927
H 2.281 -2.207 -0.304
H 1.812 -1.848 1.355
H -0.729 -4.167 -1.267
H 0.898 -3.617 -1.734
H 0.679 -4.974 -0.582
```

These are the Mulliken partial charges, in e, on atoms 1 to 5: 0.698 -0.594 -1.122 -1.036 0.240

***

Record 5
Density functional theory data (ωB97M-V/def2-TZVPD) for a structure of composition C8H20ClMnN2O3S at a distorted geometry.

Properties
LUMO (spin up / spin down) ... -2.795 / -3.438 eV
E ... -72416.343 eV
Net charge ... +1
Multiplicity ... 6

The geometry in XYZ format:
```
36
C8H20ClMnN2O3S ωB97M-V/def2-TZVPD
Mn -0.674 -0.884 -0.971
Cl -2.657 -0.040 -1.664
C 0.874 -4.793 -0.842
C -0.034 -3.640 -0.647
O -0.080 -2.687 -1.521
N -0.858 -3.603 0.383
C -0.943 -4.140 1.722
H 1.730 -4.790 -0.130
H 1.317 -4.816 -1.764
H 0.396 -5.751 -0.625
H -1.660 -2.999 0.294
H -1.866 -4.682 1.795
H -0.958 -3.262 2.362
H -0.172 -4.892 1.975
C -3.591 2.561 0.154
C -2.172 2.622 0.812
O -1.695 1.759 1.529
N -1.510 3.783 0.509
C -0.172 3.984 0.788
H -4.232 3.229 0.764
H -4.022 1.569 0.139
H -3.481 3.041 -0.851
H -1.973 4.317 -0.228
H 0.597 3.454 0.254
H 0.132 3.778 1.849
H 0.089 5.080 0.723
C 2.422 2.307 -1.350
S 1.779 1.120 -0.114
O 1.030 0.052 -0.913
C 3.430 0.261 0.009
H 3.111 2.872 -0.680
H 1.650 3.020 -1.847
H 2.945 1.933 -2.203
H 4.033 0.833 0.764
H 3.912 0.070 -0.951
H 3.304 -0.664 0.476
```

These are the Mulliken partial charges, in e, on atoms 1 to 5: 0.885 -0.443 -1.339 1.082 -0.742

***

Record 6
Density functional theory data (ωB97M-V/def2-TZVPD) for a cluster of 5 separate species, C8H20ClN4O8 in total at a distorted geometry.

Properties
LUMO (spin up / spin down) ... -0.900 / -6.765 eV
E ... -43472.726 eV
Net charge ... 0
Multiplicity ... 2

The geometry in XYZ format:
```
41
C8H20ClN4O8 ωB97M-V/def2-TZVPD
Cl 0.389 0.478 0.605
O 0.291 1.773 1.321
O 1.664 0.430 -0.071
O 0.604 -0.464 1.707
O -0.781 -0.003 -0.189
O -4.627 -3.421 -0.836
C -4.182 -2.725 -1.712
N -3.038 -2.030 -1.613
C -4.769 -2.496 -3.058
H -2.743 -1.588 -2.472
H -2.432 -2.051 -0.805
H -4.120 -2.400 -3.928
H -5.475 -1.673 -3.178
H -5.396 -3.343 -3.338
O -6.484 0.762 -0.571
C -5.348 1.251 -0.488
N -4.438 0.668 0.178
C -4.911 2.292 -1.555
H -4.693 -0.207 0.614
H -3.476 0.974 0.167
H -5.022 3.328 -1.234
H -5.453 2.261 -2.500
H -3.836 2.209 -1.715
O 5.554 3.993 1.019
C 4.555 3.260 1.110
N 4.192 2.635 0.069
C 3.717 2.957 2.379
H 4.526 2.817 -0.867
H 3.460 1.973 0.285
H 4.094 2.051 2.854
H 2.651 2.825 2.196
H 3.946 3.784 3.050
O 5.250 -3.490 2.516
C 4.721 -2.667 1.812
N 3.391 -2.563 1.885
C 5.456 -1.832 0.761
H 2.918 -3.189 2.522
H 2.789 -1.886 1.440
H 6.348 -1.487 1.284
H 4.990 -0.875 0.527
H 5.719 -2.332 -0.172
```

These are the Mulliken partial charges, in e, on atoms 1 to 5: 1.607 -0.409 -0.476 -0.340 -0.435

***

Record 7
Density functional theory data (ωB97M-V/def2-TZVPD) for a structure of composition C8H20F12K3O4P2 at a distorted geometry.

Properties
LUMO ... -4.690 eV
E ... -116978.864 eV
Net charge ... +1

The geometry in XYZ format:
```
49
C8H20F12K3O4P2 ωB97M-V/def2-TZVPD
K -5.547 -1.982 -3.136
K -2.539 -1.848 1.866
K -1.811 -5.886 -1.522
P -1.545 -2.067 -1.749
F -2.021 -3.403 -2.609
F -1.787 -2.967 -0.363
F -0.050 -2.598 -1.758
F -1.173 -0.812 -0.846
F -1.404 -1.285 -3.079
F -3.134 -1.587 -1.664
P -0.805 1.575 -5.980
F -2.259 2.042 -5.404
F -0.080 2.427 -4.824
F -0.856 0.282 -4.980
F 0.624 1.074 -6.527
F -1.563 0.677 -7.105
F -0.791 2.826 -6.981
C 0.498 -4.011 2.414
O -0.232 -2.856 2.818
C 0.436 -2.161 3.866
C -0.042 -0.739 3.965
O -1.426 -0.662 4.288
C -1.713 0.500 5.043
H 0.496 -4.760 3.207
H 1.512 -3.738 2.116
H 0.009 -4.391 1.516
H 1.510 -2.105 3.646
H 0.318 -2.702 4.811
H 0.159 -0.224 3.016
H 0.532 -0.249 4.756
H -1.353 0.415 6.071
H -2.793 0.643 5.063
H -1.287 1.391 4.570
C 1.439 0.824 -2.347
O 0.913 1.964 -1.695
C 1.178 2.063 -0.324
C 2.565 2.592 -0.025
O 2.585 3.984 0.193
C 2.332 4.359 1.527
H 1.290 -0.084 -1.749
H 2.509 0.948 -2.550
H 0.899 0.737 -3.288
H 0.968 1.105 0.184
H 0.448 2.795 0.034
H 3.211 2.388 -0.881
H 3.049 2.062 0.814
H 2.622 5.403 1.620
H 2.859 3.698 2.220
H 1.253 4.340 1.760
```

These are the Mulliken partial charges, in e, on atoms 1 to 5: 1.003 0.972 1.010 1.308 -0.466

***

Record 8
Density functional theory data (ωB97M-V/def2-TZVPD) for a structure of composition C8H20F4K2N2O12S4 at a distorted geometry.

Properties
LUMO ... -2.379 eV
E ... -123027.100 eV
Net charge ... 0

The geometry in XYZ format:
```
52
C8H20F4K2N2O12S4 ωB97M-V/def2-TZVPD
K -1.509 2.720 -4.899
K -0.401 -1.534 -3.819
N -0.735 -3.673 1.194
S -0.190 -3.605 -0.232
O -1.142 -3.221 -1.260
O 0.867 -4.508 -0.627
F 0.703 -2.268 -0.019
S -1.243 -5.235 1.278
O -0.339 -6.126 1.953
O -2.015 -5.700 0.167
F -2.332 -4.965 2.422
N -1.135 0.817 -2.824
S -0.731 1.428 -1.492
O -0.333 0.501 -0.463
O -1.283 2.729 -1.195
F 0.702 1.949 -2.081
S -2.765 0.671 -2.403
O -3.587 1.779 -2.791
O -3.100 -0.131 -1.268
F -3.065 -0.346 -3.669
C -2.167 2.468 1.855
O -3.021 1.368 1.651
C -4.340 1.677 1.962
C -5.212 0.509 1.493
O -4.737 -0.702 2.037
C -5.524 -1.814 1.651
H -2.520 3.370 1.343
H -1.183 2.266 1.444
H -2.061 2.739 2.910
H -4.811 2.513 1.423
H -4.452 1.828 3.042
H -5.062 0.476 0.403
H -6.293 0.592 1.644
H -6.600 -1.662 1.802
H -5.242 -2.665 2.266
H -5.301 -1.976 0.591
C 3.557 0.771 -0.237
O 4.435 -0.324 -0.426
C 5.672 -0.298 0.226
C 6.687 0.677 -0.341
O 6.271 2.024 -0.226
C 7.135 2.907 -0.897
H 2.659 0.561 -0.815
H 4.000 1.681 -0.639
H 3.262 0.920 0.804
H 6.110 -1.294 0.096
H 5.659 -0.258 1.324
H 6.914 0.439 -1.383
H 7.594 0.513 0.257
H 7.582 2.431 -1.778
H 7.987 3.160 -0.253
H 6.633 3.823 -1.200
```

These are the Mulliken partial charges, in e, on atoms 1 to 5: 0.939 0.915 -0.242 1.105 -0.614

***

Record 9
Density functional theory data (ωB97M-V/def2-TZVPD) for a structure of composition C8H20N3O4 at a distorted geometry.

Properties
LUMO ... -2.711 eV
E ... -21272.148 eV
Net charge ... +1

The geometry in XYZ format:
```
35
C8H20N3O4 ωB97M-V/def2-TZVPD
C 3.225 -0.096 -0.491
C 1.256 -2.011 -0.048
C -2.977 0.917 0.211
C -2.333 -0.853 -1.303
C -1.224 1.494 -1.247
C 0.888 -0.544 -0.230
C 1.980 0.411 0.335
C -0.596 -0.193 0.744
N -1.014 -1.348 1.433
N 2.157 0.236 1.840
N -1.842 0.348 -0.497
O 3.315 0.491 -1.688
O 3.931 -0.878 0.060
O 1.570 1.728 0.015
O -0.678 0.919 1.507
H 1.833 -2.140 0.860
H 1.804 -2.377 -0.919
H 0.395 -2.652 -0.141
H -2.718 1.886 0.594
H -3.761 1.087 -0.538
H -3.257 0.240 1.027
H -2.423 -1.559 -0.483
H -3.457 -0.678 -1.632
H -1.697 -1.048 -2.219
H -0.627 1.078 -2.047
H -2.046 1.875 -1.857
H -0.621 2.213 -0.705
H 0.562 -0.333 -1.159
H -1.472 -1.280 2.264
H -0.369 -2.206 1.307
H 2.453 1.141 2.336
H 2.555 1.117 -1.654
H 2.742 -0.562 2.027
H 2.252 2.227 0.578
H 0.192 1.349 1.720
```

These are the Mulliken partial charges, in e, on atoms 1 to 5: 0.265 -2.098 -1.099 -0.843 -1.021

***

Record 10
Density functional theory data (ωB97M-V/def2-TZVPD) for the ion C8H20N5 with charge +1 at a distorted geometry.

Properties
SMILES ... CC[C@@]1(N)NC(C)=[NH+][C@@](N)(CC)N1
LUMO ... -2.729 eV
E ... -16064.310 eV
Net charge ... +1

The geometry in XYZ format:
```
33
C8H20N5 ωB97M-V/def2-TZVPD
C -2.637 -1.703 1.109
C -2.191 -0.293 0.992
C -1.317 0.018 -0.235
N -1.961 -0.243 -1.435
N -0.932 1.447 -0.040
C 0.335 1.899 -0.156
C 0.587 3.372 -0.164
N 1.373 1.097 -0.238
C 1.239 -0.305 -0.620
N 1.592 -0.317 -2.009
C 2.327 -1.083 0.224
C 2.013 -1.568 1.582
N -0.071 -0.744 -0.120
H -3.770 -1.796 0.988
H -2.369 -2.223 2.082
H -2.306 -2.348 0.218
H -1.567 0.029 1.882
H -3.156 0.348 0.884
H -1.602 -0.372 -2.359
H -2.870 0.205 -1.416
H -1.735 2.023 -0.329
H -0.206 3.794 -0.882
H 1.497 3.577 -0.559
H 0.539 3.770 0.847
H 2.357 1.319 -0.424
H 2.147 -0.969 -2.573
H 0.977 0.264 -2.537
H 2.701 -1.873 -0.390
H 3.198 -0.487 0.211
H 1.781 -2.699 1.539
H 1.295 -0.862 1.985
H 2.963 -1.501 2.157
H -0.230 -1.777 -0.212
```

These are the Mulliken partial charges, in e, on atoms 1 to 5: -1.096 -0.264 -0.475 -0.283 -0.099

***

Record 11
Density functional theory data (ωB97M-V/def2-TZVPD) for a cluster of 2 separate species, C8H20N7 in total at a distorted geometry.

Properties
LUMO (spin up / spin down) ... -4.241 / -4.241 eV
E ... -19039.497 eV
Net charge ... +1

The geometry in XYZ format:
```
35
C8H20N7 ωB97M-V/def2-TZVPD
C -2.956 0.445 -2.075
C 2.775 1.482 0.396
C -0.204 0.479 2.504
C 3.583 -1.775 -0.410
C -3.625 0.586 -0.727
C 2.311 0.893 -0.982
C -1.161 -0.322 1.758
C 0.062 -1.720 -0.661
N 2.206 -1.449 -0.636
N -2.929 -0.290 0.233
N 1.626 -0.307 -0.856
N -1.983 0.223 0.903
N 1.221 -2.398 -0.581
N 0.321 -0.415 -0.866
N -1.154 -2.290 -0.671
H -1.911 0.571 -1.936
H -3.081 -0.506 -2.379
H -3.490 1.044 -2.822
H 3.363 2.421 0.029
H 2.080 1.704 1.142
H 3.445 0.661 0.897
H -0.579 0.514 3.488
H -0.212 1.415 2.035
H 0.797 -0.046 2.498
H 3.988 -2.406 -1.180
H 3.886 -2.301 0.536
H 4.135 -0.836 -0.502
H -4.615 0.046 -0.747
H -3.791 1.611 -0.478
H 3.129 0.795 -1.682
H 1.560 1.603 -1.221
H -1.497 -1.242 2.178
H -1.994 -1.738 -0.488
H -1.045 -3.199 -0.206
H -1.640 1.063 0.517
```

These are the Mulliken partial charges, in e, on atoms 1 to 5: -0.997 -0.851 -1.249 -0.806 -0.460

***

Record 12
Density functional theory data (ωB97M-V/def2-TZVPD) for the ion C8H20O2PS with charge +1 at a distorted geometry.

Properties
LUMO ... -3.039 eV
E ... -32832.097 eV
Net charge ... +1

The geometry in XYZ format:
```
32
C8H20O2PS ωB97M-V/def2-TZVPD
C -1.104 2.599 0.824
C 1.643 0.591 2.518
C -1.955 -2.050 0.956
C 2.309 -1.304 -2.665
C -0.137 1.760 0.001
C 0.414 -0.243 2.176
C -1.773 -0.748 0.183
C -0.044 0.341 -3.007
O -0.242 -2.132 -2.266
O 0.950 -0.699 -0.453
P -0.112 -0.019 0.443
S 0.583 -0.977 -2.328
H -2.136 2.337 0.606
H -0.934 2.479 1.890
H -0.971 3.649 0.577
H 1.421 1.654 2.491
H 1.986 0.346 3.519
H 2.452 0.384 1.823
H -1.169 -2.758 0.706
H -1.956 -1.876 2.029
H -2.908 -2.500 0.687
H 2.352 -1.956 -3.532
H 2.808 -0.363 -2.858
H 2.728 -1.802 -1.799
H 0.889 2.118 0.119
H -0.390 1.829 -1.060
H -0.427 0.026 2.817
H 0.624 -1.306 2.308
H -2.522 -0.017 0.485
H -1.882 -0.939 -0.886
H -1.101 0.411 -3.126
H 0.605 1.167 -3.176
```

These are the Mulliken partial charges, in e, on atoms 1 to 5: -1.377 -1.341 -1.352 -0.967 -0.464